Entry 1:
Formula: C50H29Cl4MoN5SbSe4
Source: OMol25
Level of theory: wB97M-V/def2-TZVPD

Output
Energy relative to the best compared isomer or geometry (same formula, charge and spin): 0.0 kcal per mole
Net charge: -1
E: -379644.3679 eV

XYZ file:
```
94
C50H29Cl4MoN5SbSe4 (wB97M-V/def2-TZVPD)
Mo -0.01321 0.24854 0.32980
Cl -8.28457 -2.60670 4.09484
C -6.83545 -2.01881 3.39135
C -5.82548 -1.44527 4.16788
C -4.65228 -0.99280 3.57316
C -4.50873 -1.05324 2.18438
C -5.56469 -1.57146 1.42991
C -6.69558 -2.07125 2.02132
C -3.18845 -0.68916 1.53947
C -3.13162 0.60522 1.04973
C -4.13925 1.57579 1.24614
C -3.63461 2.77087 0.86626
C -2.28703 2.48532 0.35686
C -1.38634 3.35617 -0.37374
C -1.68446 4.80903 -0.31402
C -0.92928 5.67988 0.45665
C -1.30910 6.99134 0.60686
C -2.49060 7.40000 -0.03884
Cl -3.07615 9.02492 0.10191
C -3.22122 6.55660 -0.82828
C -2.87411 5.23057 -0.93516
C -0.33564 2.90769 -1.15135
N 0.15127 1.59681 -1.18533
C 1.21061 1.60628 -2.08403
C 1.98976 0.48520 -2.45622
C 2.98902 0.67464 -3.56167
C 4.31512 0.92207 -3.27755
C 5.18698 1.04400 -4.32466
C 4.76578 0.94945 -5.64392
Cl 5.94891 1.30035 -6.88148
C 3.45479 0.58592 -5.93211
C 2.57951 0.45776 -4.84674
C 1.99477 -0.76810 -1.76746
C 2.91153 -1.86368 -2.03825
C 2.69108 -2.81222 -1.08759
C 1.59739 -2.36508 -0.28051
N 1.23814 -1.08568 -0.67986
C 0.94075 -3.10346 0.65136
C -0.35462 -2.77929 1.22831
C -1.17245 -3.65205 1.98438
C -2.35045 -3.01897 2.14959
C -2.21854 -1.70635 1.53494
N -0.94169 -1.61494 1.01284
C 1.50123 -4.41617 1.00217
C 2.54299 -4.45609 1.94664
C 3.22136 -5.62487 2.13174
C 2.74724 -6.80261 1.54775
Cl 3.53550 -8.35395 1.84497
C 1.71084 -6.76744 0.68291
C 1.05474 -5.56968 0.41587
C 1.34287 2.99612 -2.66631
C 0.41423 3.75476 -2.07010
N -2.02096 1.16730 0.47126
H -5.86196 -1.35877 5.22628
H -3.78804 -0.72105 4.18397
H -5.44957 -1.69755 0.37483
H -7.47797 -2.55773 1.46145
H -5.09057 1.36714 1.69332
H -4.02198 3.77830 1.00850
H -0.02004 5.33163 0.89774
H -0.75202 7.67758 1.18774
H -4.15659 6.94343 -1.27532
H -3.44943 4.55059 -1.52467
H 4.60094 1.01073 -2.24391
H 6.26156 1.25254 -4.18515
H 3.21108 0.33837 -6.95830
H 1.54495 0.18119 -5.01414
H 3.64983 -1.87423 -2.82141
H 3.12077 -3.81307 -0.96054
H -0.89751 -4.65988 2.29691
H -3.25078 -3.41961 2.65449
H 2.92349 -3.51454 2.41435
H 4.09013 -5.60667 2.77414
H 1.44735 -7.69755 0.15255
H 0.22957 -5.52538 -0.31601
H 2.01106 3.34130 -3.41236
H 0.19265 4.78547 -2.25979
Se -1.32089 -0.19691 -4.49474
Sb -1.88193 -3.67479 -3.52717
Se -3.18332 -1.52312 -4.13339
Se -2.57032 -4.99739 -1.67170
Se 0.24897 -3.79707 -4.35983
N 1.12581 0.85633 1.51974
C 2.31933 1.15027 2.07944
C 3.27985 1.83898 1.30942
C 4.48967 2.22769 1.90374
C 4.80348 1.90760 3.19074
C 3.94020 1.13456 3.93148
C 2.71154 0.74836 3.35567
H 3.08271 2.17287 0.27988
H 5.16716 2.76433 1.20188
H 5.75816 2.31387 3.59701
H 4.12276 0.77630 4.92391
H 1.93007 0.21260 3.94318
```

For each atom in turn, the Löwdin charge in e is: 1.531 0.672 -0.692 -0.092 -0.024 -0.210 -0.011 -0.109 -0.048 -0.252 -0.010 0.012 -0.196 -0.070 -0.201 -0.019 -0.079 -0.673 0.651 -0.127 -0.022 -0.214 -0.065 -0.194 -0.078 -0.236 -0.032 -0.121 -0.665 0.634 -0.063 -0.010 -0.195 0.014 0.020 -0.233 -0.027 -0.054 -0.247 -0.020 0.001 -0.201 -0.005 -0.232 -0.016 -0.104 -0.653 0.619 -0.112 -0.014 0.030 0.003 0.001 0.094 0.131 0.126 0.105 0.112 0.109 0.122 0.094 0.114 0.124 0.123 0.107 0.109 0.072 0.113 0.129 0.121 0.128 0.142 0.104 0.118 0.099 0.101 0.113 -0.263 -0.022 -0.199 -0.166 -0.118 -0.184 -0.402 -0.032 -0.122 -0.144 -0.099 -0.045 0.103 0.109 0.109 0.089 0.115

Entry 2:
Formula: C50H36N7O3S4SeY
Source: OMol25
Level of theory: wB97M-V/def2-TZVPD

Output
Energy relative to the best compared isomer or geometry (same formula, charge and spin): 0.0 kcal per mole
E: -178737.2025 eV

XYZ file:
```
102
C50H36N7O3S4SeY (wB97M-V/def2-TZVPD)
Y 0.12001 -0.17128 -0.84710
C 0.11038 1.61679 -3.59454
C -0.18786 2.64670 -2.54195
C -0.27878 3.97185 -2.90958
C -0.57050 4.94613 -2.01323
C -0.99685 4.52586 -0.74397
C -1.57551 5.42971 0.25228
C -1.82324 4.92868 1.47810
C -1.63281 3.56451 1.82902
C -1.19844 2.62710 0.91179
S -1.15669 0.89136 1.36744
C -0.91359 3.15702 -0.45043
N -0.53889 2.21896 -1.32372
H 0.60709 0.74200 -3.12931
H 0.64460 1.95935 -4.44223
H -0.81600 1.09100 -3.91438
H 0.02463 4.26319 -3.89282
H -0.52422 6.06073 -2.20657
H -1.71791 6.48577 -0.06479
H -2.13260 5.58750 2.30164
H -1.76174 3.24369 2.88775
O -7.25536 -0.01485 0.91632
N -6.57175 -0.80002 1.57191
O -6.93191 -1.32409 2.58183
C -5.25466 -1.12283 0.96549
C -4.82382 -2.35441 1.37607
C -3.55532 -2.85000 0.89296
C -2.92517 -4.06100 1.30054
C -1.62499 -4.24025 0.94066
C -0.89435 -3.32721 0.18704
N -1.48858 -2.20539 -0.23903
C -2.80087 -1.99905 0.07194
C -3.43120 -0.80373 -0.53475
N -2.80021 -0.23936 -1.58334
C -3.35170 0.88009 -2.08717
C -4.46500 1.55613 -1.54767
C -5.11575 0.95561 -0.55100
C -4.62007 -0.28808 -0.01268
H -5.41117 -2.92627 2.00944
H -3.49340 -4.73667 1.89845
H -1.12358 -5.12168 1.31990
H 0.13642 -3.53010 0.02236
H -2.82387 1.22675 -2.99015
H -4.83256 2.44699 -2.02441
H -6.02405 1.33643 -0.08324
C 2.31142 -0.15549 4.38655
N 0.95433 -0.74484 4.16004
C 0.63389 -1.47041 3.01113
Se 1.69075 -1.62385 1.47190
N -0.64876 -1.82734 3.11027
C -1.14401 -1.44373 4.35102
C -2.42643 -1.60224 4.86941
C -2.67369 -1.00431 6.09697
C -1.61981 -0.33373 6.76822
C -0.39162 -0.19151 6.25700
C -0.12735 -0.75477 5.00217
H 2.27790 0.48452 5.27287
H 2.53193 0.39475 3.49747
H 3.11593 -0.90825 4.45341
H -1.10129 -2.25448 2.35326
H -3.14428 -2.27512 4.35938
H -3.56016 -1.19005 6.59363
H -1.89237 0.03705 7.68433
H 0.51679 0.30937 6.90281
N 0.13764 -6.42990 -5.51020
C 0.16515 -5.50003 -4.84165
C 0.25301 -4.30217 -4.02500
C -0.69510 -3.26364 -4.26408
C -0.53588 -2.08238 -3.62227
C 0.40038 -1.90376 -2.56010
C 1.44144 -2.85915 -2.45066
C 1.35934 -4.09362 -3.17318
H -1.50318 -3.46116 -4.99703
H -1.27304 -1.30053 -3.69416
H 2.12786 -2.77077 -1.65227
H 1.97176 -4.96723 -2.96978
O 2.15800 0.12177 -1.14365
C 3.37003 0.83521 -1.29089
C 4.03385 0.49028 -2.65668
C 3.76370 -0.59132 -3.41378
C 4.79540 -1.05448 -4.23249
C 5.87279 -0.25106 -4.08096
S 5.61550 1.01148 -2.95261
C 4.33957 0.27478 -0.20028
C 4.86565 -0.95398 -0.20156
C 5.63750 -1.23877 0.93795
C 5.67804 -0.25218 1.83613
S 4.76377 1.15642 1.21767
C 3.14385 2.35182 -1.09314
C 2.43790 2.87123 -0.04759
C 2.45819 4.33495 -0.10661
C 3.18824 4.79033 -1.14898
S 3.86845 3.52391 -2.11385
H 2.84087 -1.08186 -3.18110
H 4.75788 -1.95749 -4.85579
H 6.86930 -0.25570 -4.48325
H 4.75115 -1.60805 -1.06431
H 6.04964 -2.22043 1.21634
H 6.02726 -0.29017 2.85828
H 1.98971 2.34717 0.82445
H 1.98955 5.04558 0.57959
H 3.38345 5.84568 -1.39919
```

Atom charges from the Löwdin analysis, given in e for atoms 1 to 99: 1.172 -0.005 -0.309 -0.028 0.003 -0.166 -0.045 -0.109 -0.133 -0.572 0.551 -0.245 0.050 0.037 0.084 0.080 0.115 0.147 0.118 0.109 0.107 0.061 -0.340 0.104 -0.052 0.081 -0.118 0.013 -0.052 -0.146 0.063 -0.147 -0.191 0.104 -0.088 -0.029 0.021 -0.058 0.107 0.119 0.121 0.058 0.108 0.116 0.114 0.002 -0.035 -0.679 0.720 0.122 -0.183 0.002 -0.055 -0.100 -0.021 -0.175 0.086 0.043 0.099 0.082 0.121 0.080 0.079 0.169 0.132 -0.211 -0.242 -0.062 -0.156 -0.237 -0.151 -0.022 0.121 0.057 0.060 0.107 -0.394 -0.510 -0.501 -0.151 -0.159 -0.396 1.028 -0.501 -0.165 -0.210 -0.368 1.022 -0.511 -0.146 -0.176 -0.419 1.021 0.074 0.116 0.056 0.129 0.115 0.061

Entry 3:
Formula: C50H38N5O2PPt
Source: OMol25
Level of theory: wB97M-V/def2-TZVPD

Output
E: -76549.1087 eV

XYZ file:
```
97
C50H38N5O2PPt (wB97M-V/def2-TZVPD)
Pt -0.31701 -0.49312 0.82767
O 3.06225 -2.75628 0.63421
C 2.50710 -1.69309 0.38142
N 1.61747 -1.06147 1.20158
C 1.81722 -1.27950 2.60308
C 3.05517 -1.58161 3.17761
C 3.20935 -1.68974 4.54794
C 2.12703 -1.50116 5.39692
C 0.89436 -1.18129 4.85684
C 0.74520 -1.06241 3.47252
N -0.44469 -0.69261 2.83279
C -1.62358 -0.48392 3.41534
O -1.94372 -0.54135 4.60461
C -2.69221 -0.13283 2.40857
C -3.98375 0.11154 2.83687
C -4.95831 0.43774 1.91054
C -4.60022 0.49940 0.57433
C -3.28995 0.23333 0.22024
N -2.34593 -0.07241 1.11031
C 2.97437 -1.00230 -0.88475
C 3.70713 -1.76976 -1.78838
C 4.26901 -1.15185 -2.88608
C 4.08267 0.21365 -3.04951
C 3.34284 0.88990 -2.09501
N 2.80208 0.30658 -1.02681
H 3.91315 -1.75140 2.54675
H 4.18587 -1.93097 4.94896
H 2.24114 -1.59362 6.46900
H 0.03535 -1.01189 5.48418
H -4.17119 0.03589 3.89862
H -5.97554 0.63608 2.22194
H -5.31399 0.75500 -0.19803
H -2.98410 0.26661 -0.81325
H 3.81821 -2.82647 -1.60013
H 4.84090 -1.72310 -3.60719
H 4.50921 0.74761 -3.88852
H 3.17851 1.95892 -2.18505
C 1.43232 -3.28358 -3.83553
C 1.37141 -1.95600 -4.22152
C 0.79234 -1.00828 -3.38709
C 0.26819 -1.36765 -2.14518
C 0.35023 -2.70834 -1.76281
C 0.92373 -3.65306 -2.59564
C -0.51406 -0.40426 -1.28402
C -0.68377 0.92503 -1.91523
C 0.30777 2.01703 -1.82625
C 0.55409 2.82905 -2.93839
C 1.35445 3.94968 -2.82084
C 1.89077 4.29053 -1.58377
C 1.65964 3.48504 -0.48023
C 0.88810 2.33589 -0.59899
H 1.88342 -4.02365 -4.48410
H 1.78143 -1.64527 -5.17492
H 0.76202 0.02345 -3.71878
H -0.02868 -2.99541 -0.78874
H 0.98200 -4.68388 -2.27003
H -1.53233 -0.82696 -1.21863
H 0.13398 2.55920 -3.90056
H 1.55948 4.56117 -3.69045
H 2.49917 5.18088 -1.48609
H 2.09306 3.73625 0.47872
H 0.70862 1.69138 0.25243
N -1.76372 1.14081 -2.60440
P -2.82572 2.09201 -3.26710
C -2.22672 3.16398 -4.58168
C -1.76578 2.56322 -5.75467
C -1.21469 3.34290 -6.75632
C -1.13219 4.72180 -6.59438
C -1.59730 5.31980 -5.43342
C -2.14512 4.54218 -4.42151
C -4.09429 1.07376 -4.02665
C -4.95984 1.60392 -4.98257
C -5.95569 0.80853 -5.52551
C -6.08081 -0.51611 -5.12576
C -5.20840 -1.05053 -4.18913
C -4.21194 -0.25858 -3.63813
C -3.57831 3.11918 -1.99185
C -4.92183 3.48260 -2.06624
C -5.47620 4.27780 -1.07467
C -4.69247 4.71126 -0.01357
C -3.35351 4.35448 0.05831
C -2.79278 3.55942 -0.92861
H -1.83165 1.48782 -5.87688
H -0.85034 2.87878 -7.66297
H -0.70197 5.33000 -7.37906
H -1.53338 6.39284 -5.31180
H -2.49346 5.00633 -3.50761
H -4.84822 2.63054 -5.31153
H -6.62794 1.21759 -6.26774
H -6.85331 -1.13807 -5.55842
H -5.29503 -2.08706 -3.89234
H -3.50649 -0.67368 -2.93061
H -5.53899 3.13056 -2.88339
H -6.52088 4.55388 -1.12738
H -5.12988 5.32355 0.76402
H -2.74381 4.68417 0.88878
H -1.74803 3.28067 -0.86553
```

For each atom in turn, the Löwdin charge in e is: 1.143 0.045 -0.476 -0.056 -0.209 -0.031 -0.103 -0.106 -0.021 -0.212 -0.061 -0.480 0.023 -0.165 0.014 -0.042 -0.049 -0.117 -0.032 -0.198 -0.013 -0.068 -0.063 -0.134 0.145 0.105 0.095 0.093 0.092 0.122 0.111 0.104 0.062 0.118 0.109 0.099 0.090 -0.103 -0.098 -0.051 -0.237 -0.059 -0.077 -0.293 -0.268 -0.200 -0.047 -0.081 -0.081 -0.060 -0.054 0.099 0.103 0.100 0.107 0.107 0.060 0.097 0.105 0.106 0.114 0.070 -0.009 0.965 -0.313 -0.087 -0.063 -0.066 -0.065 -0.064 -0.288 -0.091 -0.067 -0.066 -0.059 -0.056 -0.285 -0.069 -0.068 -0.063 -0.052 -0.058 0.120 0.110 0.108 0.110 0.109 0.114 0.109 0.109 0.112 0.098 0.100 0.108 0.110 0.115 0.103